Record 1
Computed, not measured: a molecular structure, C23H44CeNP3Se, with ωB97M-V/def2-TZVPD.

Structure (ORCA input):
```
! wB97M-V def2-TZVPD RIJCOSX def2/J DEFGRID3
* xyz 3 2
Ce -0.0023 -0.0279 -0.1677
P 0.7953 2.5327 -1.3458
P -2.7560 0.7227 -0.4832
P 2.6233 -0.5260 0.9520
H -1.8023 -2.9643 -0.0459
C -0.9727 -3.0216 0.6682
C -1.0357 -2.3922 1.8675
H -1.9437 -1.8794 2.2065
C 1.2436 2.3280 -3.1115
C -0.2894 4.0067 -1.4936
C 2.3173 3.3683 -0.7493
C -3.9490 -0.5557 0.0480
C -3.6993 2.2467 -0.1004
C -2.8791 0.6852 -2.3104
C 2.8000 -2.0964 1.8770
C 3.6326 0.6316 1.9545
C 3.7359 -0.7985 -0.4818
H -0.1153 -3.6395 0.3821
H -0.1936 -2.3835 2.5693
H 1.4561 3.3211 -3.5288
H 0.4055 1.8798 -3.6611
H 2.1334 1.6937 -3.2172
H 0.0991 4.6562 -2.2892
H -0.3055 4.5791 -0.5559
H -1.3119 3.7035 -1.7544
H 2.6160 4.1389 -1.4730
H 3.1331 2.6402 -0.6454
H 2.1326 3.8497 0.2211
H -4.7055 -0.6848 -0.7384
H -4.4318 -0.2280 0.9800
H -3.4433 -1.5114 0.2399
H -4.6179 2.2663 -0.7095
H -3.1048 3.1461 -0.3262
H -3.9721 2.2597 0.9675
H -3.9429 0.6089 -2.5680
H -2.3292 -0.1673 -2.7302
H -2.4592 1.6058 -2.7383
H 3.7689 -2.5605 1.6469
H 1.9904 -2.7862 1.6031
H 2.7283 -1.9031 2.9556
H 4.6792 0.2920 2.0239
H 3.2034 0.7054 2.9651
H 3.6092 1.6336 1.4993
H 4.6394 -1.3206 -0.1397
H 4.0141 0.1646 -0.9310
H 3.2262 -1.3973 -1.2491
C 0.2651 -3.3458 -3.1258
C -0.4780 -4.3550 -2.5024
C -0.6143 -5.5885 -3.1499
C -0.0139 -5.8129 -4.3939
C 0.7417 -4.7974 -5.0023
C 0.9009 -3.5624 -4.3640
Se 0.4354 -1.5430 -2.3534
H -0.9151 -1.5561 -1.4412
H -0.9388 -4.1642 -1.5286
H -1.1938 -6.3747 -2.6750
H -0.1295 -6.7776 -4.8922
H 1.2118 -4.9575 -5.9737
H 1.5032 -2.7617 -4.8077
N -0.5898 1.9917 1.8138
C -0.5300 2.0066 3.2443
C -1.1744 0.9878 3.9563
C -1.1227 0.9930 5.3559
C -0.4264 2.0065 6.0376
C 0.2092 3.0263 5.3081
C 0.1736 3.0244 3.9058
H -1.5494 1.8791 1.4696
H -0.2087 2.8390 1.3915
H -1.7155 0.1914 3.4313
H -1.6207 0.1912 5.9114
H -0.3776 2.0100 7.1337
H 0.7474 3.8191 5.8319
H 0.6899 3.8082 3.3365
*
```

⟨S²⟩ = 0.751
HOMO (spin up / spin down) = -16.06 / -16.06 eV
E_LUMO (spin up / spin down) = -10.47 / -10.44 eV
Gap between HOMO and LUMO (spin up / spin down) = 5.589 / 5.619 eV

Record 2
Computed, not measured: 2 unconnected molecules or ions with the total composition C36H36F3N2, with ωB97M-V/def2-TZVPD.

Structure (ORCA input):
```
! wB97M-V def2-TZVPD RIJCOSX def2/J DEFGRID3
* xyz 1 1
C 6.5108 -1.4125 1.5233
C 5.2312 -0.6769 1.7848
C 5.2294 0.7163 1.9014
C 4.0467 1.4256 2.1063
C 4.1161 2.9119 2.2472
C 2.8390 0.7073 2.1483
N 1.6371 1.4316 2.3794
C 0.4762 1.2477 1.6514
C 0.3947 0.6328 0.4287
N -0.5648 1.6324 2.4837
C -1.8683 1.0856 2.3352
C -2.2889 0.0762 3.2239
C -1.5349 -0.3310 4.4516
C -3.4742 -0.5968 2.9210
C -4.2400 -0.2663 1.8048
C -5.5044 -1.0278 1.5480
C -3.8251 0.7777 0.9720
C -2.6422 1.4757 1.2314
C -2.2527 2.6487 0.3845
C -0.0300 2.1190 3.6656
C 1.3138 2.0401 3.5868
C 2.8265 -0.6996 2.1494
C 1.5986 -1.5123 2.4233
C 4.0319 -1.3718 1.9312
H 6.3126 -2.4861 1.4305
H 6.9844 -1.0549 0.5987
H 7.2253 -1.2558 2.3431
H 6.1717 1.2637 1.8242
H 3.1366 3.3727 2.3852
H 4.7589 3.1805 3.0983
H 4.5943 3.3521 1.3617
H -0.5763 0.5010 -0.0247
H 1.3317 0.3702 -0.0501
H -2.0359 -1.2159 4.8667
H -0.4976 -0.6297 4.2564
H -1.5597 0.4403 5.2352
H -3.8013 -1.3990 3.5869
H -5.9694 -0.6938 0.6153
H -5.2995 -2.1058 1.4887
H -6.2161 -0.8808 2.3731
H -4.4386 1.0632 0.1143
H -3.0619 2.8446 -0.3313
H -2.1230 3.5615 0.9859
H -1.3366 2.4761 -0.1934
H -0.6462 2.4669 4.4776
H 2.0584 2.2936 4.3240
H 1.8829 -2.5712 2.3639
H 1.1858 -1.3532 3.4304
H 0.8144 -1.3503 1.6742
H 4.0288 -2.4630 1.8889
F 2.7991 2.8926 -3.6668
C 1.5177 3.3061 -3.9021
F 1.2432 4.2820 -2.9887
F 1.5121 3.9039 -5.1363
C 0.5451 2.1665 -3.8333
C -0.6726 2.3411 -3.1774
C -1.5444 1.2701 -3.0765
C -1.2436 -0.0092 -3.6471
C -2.1770 -1.0535 -3.4238
C -2.0863 -2.4338 -3.7481
C -3.3022 -3.1858 -3.7781
C -3.3190 -4.5338 -4.0988
C -2.1216 -5.1903 -4.4267
C -0.9111 -4.4803 -4.4029
C -0.8761 -3.1448 -4.0101
C -0.0475 -0.0923 -4.4266
C 0.8556 0.9613 -4.4560
H -0.9229 3.3082 -2.7514
H -2.4943 1.4115 -2.5521
H -3.1272 -0.7303 -2.9916
H -4.2331 -2.6677 -3.5488
H -4.2608 -5.0886 -4.1017
H -2.1347 -6.2462 -4.7029
H 0.0143 -4.9846 -4.6913
H 0.0765 -2.6332 -3.8822
H 0.1507 -0.9868 -5.0163
H 1.8096 0.8572 -4.9690
*
```

HOMO = -8.53 eV
E_LUMO = -6.07 eV
Gap between HOMO and LUMO = 2.465 eV

Record 3
Computed, not measured: a molecular structure, C16H28HgO12P, with ωB97M-V/def2-TZVPD.

Structure (ORCA input):
```
! wB97M-V def2-TZVPD RIJCOSX def2/J DEFGRID3
* xyz -3 1
Hg -10.9930 12.5903 4.1207
C -14.0439 9.6756 5.9889
C -13.3345 11.0334 6.0490
O -12.1006 10.9417 5.5824
H -14.0614 9.2695 4.9741
H -15.1099 9.6506 6.3090
H -13.4767 8.9971 6.6340
H -13.4212 11.3790 7.1416
H -13.9647 11.8284 5.5368
C -6.8548 12.2874 6.0802
C -8.2705 12.8998 6.2381
O -9.1648 12.1333 5.6549
H -5.9857 12.9233 6.3320
H -6.7570 11.8678 5.0712
H -6.8166 11.3618 6.6773
H -8.1980 13.9441 5.7835
H -8.4134 13.0559 7.3513
P -10.1383 10.5277 2.3122
O -9.9167 10.1846 0.8146
O -9.4504 11.9675 2.5653
O -9.7046 9.4903 3.3190
O -11.6576 10.9822 2.5009
O -10.1236 14.9006 3.6736
C -9.1286 15.4139 4.0574
O -9.0876 16.2580 5.1475
C -7.7361 16.5937 5.4408
C -6.9745 16.3882 4.1247
C -7.7306 15.2108 3.4967
H -7.3595 15.9484 6.2363
H -7.6857 17.6409 5.7503
H -5.9131 16.1600 4.2621
H -7.0117 17.2656 3.4733
H -7.3990 14.2303 3.8364
H -7.7988 15.2978 2.4161
O -12.0130 14.1688 5.9320
C -12.8045 14.6788 6.6386
O -12.9928 16.0325 6.6939
C -13.9132 16.4016 7.7452
C -14.6717 15.1184 8.0789
C -13.7344 13.9818 7.6242
H -14.5669 17.1532 7.2939
H -13.3140 16.8612 8.5313
H -15.5890 15.0071 7.5018
H -14.9354 15.0390 9.1358
H -14.2882 13.2037 7.1144
H -13.0707 13.6164 8.4064
O -13.1251 13.7988 3.2665
C -13.8881 14.6785 3.4546
O -14.9297 14.5909 4.3710
C -15.6497 15.8125 4.3682
C -14.6669 16.8905 3.9151
C -13.8077 16.1134 2.9335
H -16.1106 16.0336 5.3317
H -16.4492 15.7297 3.6177
H -14.0590 17.3378 4.7016
H -15.2455 17.7251 3.4991
H -12.7581 16.3928 2.9280
H -14.2174 16.1499 1.9211
*
```

HOMO = 4.09 eV
ΔE to the lowest compared entry with this formula, charge and spin = 0.0 kcal/mol
E_LUMO = 5.45 eV
Gap between HOMO and LUMO = 1.359 eV

Record 4
Computed, not measured: 3 unconnected molecules or ions with the total composition C20H49BO14P3, with ωB97M-V/def2-TZVPD.

Structure (ORCA input):
```
! wB97M-V def2-TZVPD RIJCOSX def2/J DEFGRID3
* xyz -1 1
C 6.9268 -4.6172 -2.3675
C 6.4230 -3.1261 -2.0614
O 5.5810 -3.1622 -0.8735
C 5.5393 -2.4696 -3.2798
O 4.2334 -2.1901 -2.7528
B 3.9179 -0.7359 -2.7777
C 4.1553 0.0152 -1.3290
C 5.6866 0.3541 -0.9879
C 6.3452 1.4988 -1.9024
C 7.9371 1.4743 -1.5642
O 8.7480 2.1850 -2.5475
C 8.8642 1.3106 -3.6600
O 8.5534 1.7804 -4.7827
P 1.9850 -0.6553 -3.1061
O 1.6131 0.5360 -4.2942
O 1.1381 -0.3752 -1.6171
H 6.4795 -5.0172 -3.3360
H 8.0815 -4.6251 -2.3770
H 6.5689 -5.2742 -1.4990
H 7.2991 -2.3858 -1.9036
H 5.9144 -2.5368 -0.1964
H 6.0592 -1.5689 -3.7544
H 5.4226 -3.2950 -4.0762
H 4.4297 -0.1495 -3.6884
H 3.5190 0.9609 -1.2555
H 3.8029 -0.7346 -0.5223
H 5.7010 0.7606 0.0983
H 6.3956 -0.5397 -0.9990
H 6.1362 1.3835 -3.0161
H 5.9768 2.5040 -1.4788
H 8.1297 1.9359 -0.5330
H 8.3144 0.3841 -1.4878
H 9.1970 0.2203 -3.5025
H 2.4198 0.9712 -4.6452
H 0.6007 -1.1651 -1.3780
O -2.3648 -0.3897 2.4482
P -1.1439 -1.2476 2.7980
O -1.0032 -0.7362 4.3817
C -2.1467 -0.5963 5.2140
C -2.4282 -1.8649 5.9981
O -0.0003 -0.2574 2.1356
C -0.3349 0.6718 1.1090
C -0.6200 2.0392 1.7088
O 0.1685 -2.3019 3.0863
C 0.0852 -3.3573 4.0239
C -0.8886 -4.4314 3.5927
H -3.0366 -0.3066 4.6533
H -1.9345 0.2159 5.9150
H -2.6261 -2.7037 5.3251
H -3.2957 -1.7350 6.6493
H -1.5716 -2.1366 6.6208
H -1.1699 0.3102 0.5047
H 0.5267 0.7459 0.4409
H -1.3859 1.9889 2.4872
H -0.9519 2.7365 0.9364
H 0.2800 2.4394 2.1808
H -0.1451 -2.9723 5.0171
H 1.0862 -3.7933 4.0948
H -1.8876 -4.0182 3.4218
H -0.9543 -5.2156 4.3511
H -0.5634 -4.8846 2.6528
O -7.9894 1.9235 -1.5929
P -6.5209 2.0785 -1.1857
O -6.8085 2.7920 0.2962
C -7.8282 2.3083 1.1601
C -7.2934 1.2748 2.1346
O -6.2137 3.4527 -2.0556
C -7.0038 3.7970 -3.1846
C -8.1095 4.7586 -2.7817
O -4.8558 2.1301 -0.8209
C -4.3095 1.4064 0.2675
C -4.3808 -0.0883 0.0555
H -8.6751 1.8924 0.6124
H -8.2047 3.1673 1.7230
H -6.8906 0.4088 1.6026
H -8.0828 0.9289 2.8062
H -6.4867 1.6928 2.7426
H -7.3998 2.9062 -3.6770
H -6.3458 4.2896 -3.9065
H -8.7115 4.3614 -1.9615
H -8.7668 4.9666 -3.6290
H -7.6815 5.6996 -2.4290
H -4.7781 1.7082 1.2037
H -3.2600 1.7039 0.3470
H -5.4110 -0.4176 -0.1195
H -3.9825 -0.6156 0.9235
H -3.7980 -0.3765 -0.8236
*
```

HOMO = -3.03 eV
E_LUMO = 0.22 eV
Gap between HOMO and LUMO = 3.249 eV